Formula: C33H33N6OPS5SbTi
Source: the OMol25 dataset
Level of theory: ωB97M-V with the def2-TZVPD basis set

Element x y z (Å)
Ti: 0.160 -0.464 -1.358
C: 2.737 -3.875 0.217
C: 1.901 -2.647 0.082
N: 0.872 -2.574 -0.668
N: 0.474 -3.680 -1.345
C: -0.737 -3.659 -1.955
N: -1.122 -4.793 -2.530
S: -1.662 -2.267 -1.996
C: 2.164 -1.396 0.819
C: 3.017 -1.320 1.897
C: 3.110 -0.123 2.597
C: 2.347 0.952 2.195
C: 1.530 0.808 1.087
N: 1.439 -0.339 0.408
H: 2.158 -4.696 0.652
H: 3.098 -4.189 -0.767
H: 3.611 -3.711 0.837
H: 1.083 -4.483 -1.387
H: -0.578 -5.640 -2.496
H: -1.974 -4.800 -3.065
H: 3.588 -2.181 2.213
H: 3.766 -0.046 3.454
H: 2.379 1.900 2.711
H: 0.931 1.629 0.729
S: -1.904 0.365 -3.776
Sb: 0.213 0.929 -4.231
S: 0.792 1.666 -1.925
S: 1.226 -1.297 -3.343
N: 3.686 0.864 -4.170
C: 3.977 0.683 -2.878
S: 3.684 -0.832 -2.150
N: 4.467 1.733 -2.214
C: 4.905 1.793 -0.853
C: 5.855 0.909 -0.361
C: 6.330 1.076 0.933
C: 5.877 2.125 1.721
C: 4.933 3.009 1.216
C: 4.441 2.842 -0.071
H: 3.408 0.064 -4.711
H: 3.950 1.700 -4.666
H: 4.451 2.621 -2.693
H: 6.261 0.132 -0.995
H: 7.094 0.405 1.308
H: 6.279 2.269 2.717
H: 4.590 3.844 1.815
H: 3.709 3.534 -0.474
O: -1.284 0.183 -0.314
P: -2.671 0.410 0.346
C: -3.030 -0.960 1.427
C: -4.340 -1.210 1.838
C: -4.596 -2.236 2.736
C: -3.550 -3.011 3.220
C: -2.245 -2.763 2.811
C: -1.982 -1.738 1.918
C: -2.528 1.916 1.293
C: -1.725 2.945 0.798
C: -1.638 4.141 1.493
C: -2.349 4.313 2.675
C: -3.152 3.291 3.165
C: -3.246 2.091 2.475
C: -3.948 0.567 -0.872
C: -4.244 1.828 -1.390
C: -5.159 1.948 -2.422
C: -5.778 0.815 -2.934
C: -5.492 -0.442 -2.414
C: -4.578 -0.570 -1.383
H: -5.161 -0.616 1.453
H: -5.612 -2.432 3.053
H: -3.753 -3.812 3.920
H: -1.433 -3.368 3.195
H: -0.968 -1.541 1.600
H: -1.189 2.814 -0.136
H: -1.023 4.945 1.106
H: -2.283 5.249 3.215
H: -3.706 3.427 4.085
H: -3.868 1.295 2.870
H: -3.765 2.714 -0.991
H: -5.390 2.925 -2.828
H: -6.494 0.912 -3.741
H: -5.983 -1.320 -2.814
H: -4.353 -1.551 -0.982

* expectation value of S²: 0.76
* net charge: +2
* HOMO energy (alpha / beta): -12.4 / -12.3 eV
* LUMO (alpha / beta): -0.2320 / -0.2449 hartree
* total energy: -5102.85686 Ha
* frontier orbital gap (alpha / beta): 6.046 / 5.680 eV
* max |F|: 1.061 eV Å⁻¹
* multiplicity: 2
* energy above the lowest of the compared OMol25 structures with the same formula, charge and spin: 139.3 kJ/mol